(1)
# C2H7NS

The molecule C2H7NS at a distorted geometry (ωB97M-V with the def2-TZVPD basis set, OMol25).

## Properties
Frontier orbital gap ... 9.612 eV
Maximum force ... 7.18 eV Å⁻¹
E_HOMO ... -8.540 eV
2S+1 ... 1
E_tot ... -533.30342 a.u.

```
11
Properties=species:S:1:pos:R:3:forces:R:3
C 0.585995 -0.649609 1.681840 4.372 0.159 -5.699
S -0.296282 0.591650 0.634373 0.026 -0.170 0.613
H 0.243041 -0.768010 2.579295 -3.079 -0.907 4.938
H 0.833450 -1.657499 1.176076 -0.853 1.579 0.612
H 1.605396 -0.239743 1.930020 -0.705 -0.162 -0.677
C -0.605334 -0.263485 -0.962406 1.149 0.104 0.410
N 0.380455 -0.096628 -1.997646 1.232 -1.222 0.589
H -0.609048 -1.297280 -0.672187 -0.344 -0.593 -0.051
H -1.579037 0.039142 -1.305054 -0.318 0.081 -0.138
H 1.350966 -0.107463 -1.656305 -0.764 -0.375 0.104
H 0.348596 0.719418 -2.534902 -0.716 1.507 -0.700
```
Positions in Å, forces in eV/Å.

(2)
# C6H6N

The ion C6H6N with charge +1 at a distorted geometry (ωB97M-V with the def2-TZVPD basis set, OMol25).

## Properties
Frontier orbital gap ... 8.470 eV
Maximum force ... 4.94 eV Å⁻¹
E_HOMO ... -14.156 eV
2S+1 ... 1
Net charge ... +1
E_tot ... -286.56074 a.u.

```
13
Properties=species:S:1:pos:R:3:forces:R:3
C 0.197193 -1.940827 0.036440 0.487 -2.492 1.001
C -1.793590 -0.475226 -0.093577 2.300 -1.615 0.634
C -2.616700 0.492523 0.041098 1.301 2.688 -1.769
C 1.769866 1.274028 0.041969 0.874 -0.325 -2.603
C 1.518942 -1.351870 -0.067614 -3.828 3.131 -0.016
C 1.636911 -0.018497 0.007637 -0.099 0.002 -0.256
N -0.895924 -1.314109 -0.026764 -2.066 1.942 -0.899
H 0.016106 -3.044382 0.346160 0.907 1.799 -0.558
H -2.327977 1.496540 -0.435768 -0.224 -1.576 0.859
H -3.537964 0.472827 0.500572 -1.993 -0.456 0.762
H 2.108868 1.752321 -1.004513 -1.044 -0.765 2.588
H 1.690440 1.819901 0.968963 0.158 0.298 -0.036
H 2.336535 -1.907828 0.000978 3.226 -2.630 0.294
```
Positions in Å, forces in eV/Å.

(3)
# C4H7NO2

The molecule C4H7NO2 at a distorted geometry (ωB97M-V with the def2-TZVPD basis set, OMol25).

## Properties
Frontier orbital gap ... 9.788 eV
Maximum force ... 4.74 eV Å⁻¹
E_HOMO ... -9.153 eV
2S+1 ... 1
E_tot ... -361.81224 a.u.

```
14
Properties=species:S:1:pos:R:3:forces:R:3
O 0.641408 2.990341 0.361934 0.924 1.030 0.574
C 0.860512 1.838530 0.108676 -4.355 1.363 -1.217
C -0.410394 1.166983 -0.574499 -1.524 0.790 3.123
C -0.897585 -0.199150 -0.052209 -0.444 -1.467 -0.321
C 0.256398 -0.924036 0.586506 2.404 0.710 0.178
N 0.355000 -2.237484 0.286373 -4.390 0.318 -1.764
O 1.182303 -0.313758 1.134242 -1.288 -1.530 0.424
H 1.745208 1.360038 0.340141 1.996 -0.904 -0.111
H -1.284580 1.919600 -0.437500 1.807 -1.050 -0.288
H -0.251565 1.057643 -1.585005 0.568 -0.078 -2.422
H -1.799818 -0.228065 0.641267 1.123 0.362 -0.952
H -1.077930 -0.892486 -0.929094 -0.631 1.081 0.792
H -0.376894 -2.684880 -0.295439 0.626 0.857 0.774
H 1.057942 -2.853270 0.414601 3.185 -1.484 1.211
```
Positions in Å, forces in eV/Å.

(4)
# C5H9NO

A cluster of 2 separate species, C5H9NO in total at a distorted geometry (ωB97M-V with the def2-TZVPD basis set, OMol25).

## Properties
Frontier orbital gap ... 8.991 eV
Maximum force ... 2.90 eV Å⁻¹
E_HOMO ... -8.111 eV
2S+1 ... 1
E_tot ... -325.86315 a.u.

```
16
Properties=species:S:1:pos:R:3:forces:R:3
C 1.392482 0.779912 1.647032 1.311 -0.711 -0.062
C 1.065684 -0.206933 0.552637 -2.710 -1.037 -0.040
C 1.267558 -0.358993 -0.823454 0.380 0.270 1.809
N 0.166857 -0.970395 -1.354211 -1.428 -1.164 -0.778
C -0.747262 -1.328469 -0.368180 1.516 0.810 1.876
C -0.170997 -0.964463 0.825968 0.258 0.184 -1.337
H 0.860649 0.523862 2.565310 -0.076 -0.094 -0.217
H 2.445875 0.705524 1.891583 0.381 0.502 0.145
H 1.124815 1.802154 1.400545 0.077 0.079 -0.212
H 2.172361 -0.192967 -1.384059 -0.242 0.321 -0.292
H 0.149324 -1.663821 -2.091663 0.593 0.671 -0.516
H -1.782198 -1.600217 -0.471664 0.148 -0.573 -0.710
H -0.540023 -1.315018 1.775135 -0.215 0.769 0.326
H -3.077619 1.324617 -1.784152 -0.283 -0.144 -0.282
H -1.724666 1.805857 -1.353551 0.801 0.081 -0.139
O -2.602840 1.659353 -1.027282 -0.512 0.036 0.428
```
Positions in Å, forces in eV/Å.

(5)
# H2N3O2S

The ion H2N3O2S with charge -1 at a distorted geometry (ωB97M-V with the def2-TZVPD basis set, OMol25).

## Properties
Frontier orbital gap (spin up / spin down) ... 7.306 / 7.352 eV
Maximum force ... 4.43 eV Å⁻¹
E_HOMO (spin up / spin down) ... -3.156 / -3.203 eV
2S+1 ... 1
Net charge ... -1
E_tot ... -713.93969 a.u.

```
8
Properties=species:S:1:pos:R:3:forces:R:3
N 0.750020 -0.875650 -0.906010 -1.315 -0.559 -4.198
N -0.161837 0.797030 -0.337488 0.423 -1.066 -0.263
N 1.432085 0.136552 -0.419184 -0.116 0.275 -2.183
O -0.511321 0.546356 0.792747 -1.104 0.999 0.577
O 1.725236 -0.094398 0.822676 2.611 0.436 3.136
S 2.546155 0.886362 -1.492477 0.584 0.679 -0.002
H 0.516939 -1.469636 -0.164252 -0.504 -0.842 1.607
H 0.878666 0.225349 1.221932 -0.579 0.079 1.326
```
Positions in Å, forces in eV/Å.

(6)
# C17H18ClNO6

The molecule C17H18ClNO6 at a distorted geometry (ωB97M-V with the def2-TZVPD basis set, OMol25).

## Properties
Frontier orbital gap ... 8.663 eV
Maximum force ... 1.35 eV Å⁻¹
E_HOMO ... -8.884 eV
2S+1 ... 1
E_tot ... -1624.85511 a.u.

```
43
Properties=species:S:1:pos:R:3:forces:R:3
C -3.404417 -2.499492 2.451246 -0.051 -0.192 0.176
H -2.533346 -2.817431 3.032704 -0.036 -0.002 -0.041
H -4.153129 -2.083175 3.123400 0.055 -0.078 -0.020
H -3.829181 -3.359802 1.926032 0.029 0.023 0.015
O -3.080569 -1.459255 1.559415 0.167 0.256 -0.441
C -2.193718 -1.710571 0.552479 -0.024 0.093 -0.030
C -1.532104 -2.920494 0.381489 -0.146 -0.011 0.233
C -0.656397 -3.103501 -0.674329 -0.006 0.067 -0.079
C -0.441323 -2.092550 -1.587277 0.007 0.132 -0.049
C -1.086365 -0.872467 -1.427729 -0.108 0.124 -0.003
C -1.949042 -0.657629 -0.348134 0.000 0.259 -0.074
O -2.557851 0.576076 -0.251963 -0.024 -0.688 -0.344
C -2.392319 1.287009 0.961186 0.298 0.326 0.626
H -2.973017 2.201364 0.815823 0.029 -0.053 0.068
H -2.812543 0.724555 1.800384 0.015 0.167 -0.159
C -0.927752 1.625032 1.247504 -0.113 0.073 -0.439
C -0.326225 2.483908 0.132020 -0.459 -0.280 0.067
H -0.871592 3.428967 0.061154 0.049 -0.113 -0.045
H -0.387574 1.969875 -0.831862 0.033 0.093 0.071
O 1.007610 2.869982 0.421634 0.299 0.096 0.083
C 2.021226 2.011491 0.249743 0.376 -0.069 0.036
C 1.928660 0.733322 -0.306309 -0.156 0.282 0.062
C 3.049705 -0.057728 -0.443562 0.436 -0.056 0.075
C 4.287502 0.412763 -0.024270 -1.114 0.751 0.103
C 4.412891 1.685432 0.529156 0.042 -0.266 -0.098
C 3.291234 2.469698 0.662583 -0.304 -0.183 -0.120
Cl 3.411306 4.046517 1.343101 0.115 0.167 0.091
H 5.381687 2.038643 0.846307 -0.002 0.049 0.021
N 5.450698 -0.413937 -0.161520 0.397 -0.334 -0.062
O 6.515568 0.040420 0.202345 0.285 0.067 0.074
O 5.301144 -1.523130 -0.633306 0.039 -0.255 -0.101
H 2.976784 -1.043889 -0.874865 -0.017 -0.033 -0.013
H 0.983770 0.352973 -0.653938 -0.123 0.010 -0.001
H -0.868619 2.168018 2.191896 0.014 -0.021 0.041
H -0.355113 0.699530 1.349886 0.007 0.008 0.091
O -0.795122 0.146086 -2.314283 0.176 -0.379 0.487
C -1.873185 0.572418 -3.128723 -0.289 0.095 -0.202
H -2.215304 -0.244568 -3.771993 0.038 0.036 0.015
H -1.477895 1.378726 -3.744009 -0.076 -0.025 -0.019
H -2.708541 0.936263 -2.527173 0.065 -0.003 -0.062
H 0.231201 -2.218021 -2.420522 0.070 0.009 -0.120
H -0.150092 -4.049329 -0.786254 0.047 -0.090 -0.011
H -1.698653 -3.732101 1.070531 -0.043 -0.049 0.096
```
Positions in Å, forces in eV/Å.

(7)
# C6H5HgN2O6

A structure of composition C6H5HgN2O6 at a distorted geometry (ωB97M-V with the def2-TZVPD basis set, OMol25).

## Properties
Frontier orbital gap ... 6.741 eV
Maximum force ... 10.34 eV Å⁻¹
E_HOMO ... -10.641 eV
2S+1 ... 1
Net charge ... +1
E_tot ... -945.39655 a.u.

```
20
Properties=species:S:1:pos:R:3:forces:R:3
O -3.057501 0.381308 -0.203399 2.242 0.124 -0.023
C -1.931016 0.215852 -0.117997 -9.743 -0.175 -0.065
Hg 0.011089 0.033006 -0.013758 0.014 1.990 -0.851
C 1.950495 -0.115514 0.075799 10.125 -1.869 0.932
O 3.090227 -0.168684 0.113875 -2.427 0.527 -0.256
C 0.260976 2.012110 -0.844450 -1.918 1.467 -0.452
O 1.309974 2.449770 -1.115158 1.834 1.323 -0.712
C 0.011770 0.980504 1.684554 -0.199 3.325 9.720
O -0.008081 1.548958 2.673445 0.090 -0.229 -1.901
C 0.060703 -0.520856 -1.877421 0.123 -4.660 -9.205
O 0.071069 -0.832059 -2.975173 0.010 1.215 1.525
H -0.723812 2.525985 -0.969397 0.330 0.853 -0.346
N -1.620811 -3.508102 1.463282 0.740 -0.310 0.135
C -0.370413 -3.016466 1.265034 -0.620 -5.307 2.225
N 0.730180 -3.747864 1.579680 -0.848 -0.132 0.050
O -0.240480 -1.949319 0.817538 0.396 3.335 -1.396
H -1.743493 -4.414202 1.843102 -0.421 -0.608 0.252
H -2.416273 -2.942632 1.220305 0.159 -0.119 0.051
H 1.642294 -3.356295 1.421200 -0.151 -0.070 0.028
H 0.630089 -4.656193 1.960588 0.264 -0.680 0.287
```
Positions in Å, forces in eV/Å.

(8)
# C4H4

A cluster of 2 separate species, C4H4 in total at a distorted geometry (ωB97M-V with the def2-TZVPD basis set, OMol25).

## Properties
Frontier orbital gap ... 10.489 eV
Maximum force ... 5.27 eV Å⁻¹
E_HOMO ... -9.869 eV
2S+1 ... 1
E_tot ... -154.60305 a.u.

```
8
Properties=species:S:1:pos:R:3:forces:R:3
C -0.532976 0.350199 -1.441381 0.225 -0.602 0.734
C -0.876337 0.914705 -2.494918 1.611 -2.382 4.414
C 0.427875 -0.210521 1.352619 0.253 0.185 0.813
C 0.077518 -0.748359 0.228841 -1.204 3.125 -3.040
H -0.941941 1.409162 -3.402857 -0.372 0.603 -1.071
H 0.300193 0.833523 1.384867 0.147 1.256 0.443
H 0.826674 -0.707148 2.274727 -0.567 0.111 -1.274
H 0.030626 -1.716172 -0.083617 -0.093 -2.296 -1.019
```
Positions in Å, forces in eV/Å.

Please write out number 1 again, unchanged.
# C2H7NS

The molecule C2H7NS at a distorted geometry (ωB97M-V with the def2-TZVPD basis set, OMol25).

## Properties
Frontier orbital gap ... 9.612 eV
Maximum force ... 7.18 eV Å⁻¹
E_HOMO ... -8.540 eV
2S+1 ... 1
E_tot ... -533.30342 a.u.

```
11
Properties=species:S:1:pos:R:3:forces:R:3
C 0.585995 -0.649609 1.681840 4.372 0.159 -5.699
S -0.296282 0.591650 0.634373 0.026 -0.170 0.613
H 0.243041 -0.768010 2.579295 -3.079 -0.907 4.938
H 0.833450 -1.657499 1.176076 -0.853 1.579 0.612
H 1.605396 -0.239743 1.930020 -0.705 -0.162 -0.677
C -0.605334 -0.263485 -0.962406 1.149 0.104 0.410
N 0.380455 -0.096628 -1.997646 1.232 -1.222 0.589
H -0.609048 -1.297280 -0.672187 -0.344 -0.593 -0.051
H -1.579037 0.039142 -1.305054 -0.318 0.081 -0.138
H 1.350966 -0.107463 -1.656305 -0.764 -0.375 0.104
H 0.348596 0.719418 -2.534902 -0.716 1.507 -0.700
```
Positions in Å, forces in eV/Å.